CH38BBrNO19PS | the ωB97M-V functional and the def2-TZVPD basis

Calculated values
Lowest unoccupied orbital energy, eV: -1.06
Highest occupied orbital energy, eV: -8.53

Atoms and positions in Å:
O (-1.4661, 3.9009, -0.0445)
P (-2.7956, 2.9985, -0.3683)
Br (-4.3218, 3.7619, 1.0220)
B (-2.3122, 1.2088, 0.2279)
N (-1.4754, 0.9486, 1.4015)
C (-0.3482, 0.6889, 1.0549)
S (0.9964, 0.3163, 0.3814)
H (-0.7901, 3.6109, -0.6652)
H (-2.6304, 0.2734, -0.4161)
O (-4.7035, 0.6476, -2.0431)
H (-4.7694, 0.4822, -2.9896)
H (-5.6091, 0.5527, -1.7352)
O (-4.8847, 2.7668, -3.9318)
H (-5.0669, 3.6730, -4.1880)
H (-3.9888, 2.7965, -3.5831)
O (-2.0691, -0.4536, -3.3573)
H (-2.9214, -0.0429, -3.1631)
H (-2.1263, -1.3264, -2.9529)
O (-0.4949, -2.6420, -1.0405)
H (-0.0389, -3.4761, -1.1873)
H (0.1844, -2.0755, -0.6453)
O (4.5013, 1.3224, 0.6349)
H (3.5550, 1.2989, 0.4314)
H (4.9353, 1.1516, -0.2057)
O (1.1070, 4.9838, -0.8383)
H (0.5778, 4.8641, -0.0432)
H (1.9512, 5.3191, -0.5081)
O (0.9603, -0.3401, -2.5278)
H (0.0074, -0.4061, -2.6904)
H (1.3634, -0.5007, -3.3847)
O (1.7967, -2.5382, 1.9120)
H (1.5970, -1.6224, 1.6893)
H (2.7024, -2.4966, 2.2551)
O (-2.2500, 2.3949, -4.7043)
H (-2.0330, 1.4649, -4.5637)
H (-1.6642, 2.6615, -5.4172)
O (0.5844, -1.2647, 4.4196)
H (0.7370, -0.5264, 3.8256)
H (1.0792, -1.9941, 4.0144)
O (-1.9086, -3.7456, -4.1932)
H (-1.1674, -3.9826, -4.7597)
H (-1.4924, -3.5072, -3.3583)
O (-1.9815, 0.8128, 4.5263)
H (-1.7014, 0.7918, 3.6047)
H (-1.1813, 0.6768, 5.0408)
O (2.7540, 7.2423, -0.6041)
H (3.0438, 7.4667, -1.4924)
H (2.3643, 8.0528, -0.2669)
O (-0.1527, -3.3178, 6.6612)
H (-0.0010, -2.5731, 6.0700)
H (0.3107, -4.0482, 6.2427)
O (-0.4446, -6.1478, -4.6762)
H (-0.4688, -6.3853, -5.6075)
H (-1.3528, -6.2524, -4.3741)
O (-0.4499, -3.9863, 3.3685)
H (-0.1711, -3.7715, 2.4722)
H (-0.8438, -3.1688, 3.6920)
O (4.3942, -1.0686, 2.6391)
H (5.2457, -0.9910, 3.0876)
H (4.3523, -0.3016, 2.0531)
O (6.8349, -1.1614, 4.3305)
H (7.6554, -1.0213, 4.8085)
H (6.4859, -1.9954, 4.6603)

Cartesian forces (eV/Å) of the 6 atoms listed first:
O 0.2105 -0.1291 0.9771
P -0.5997 0.0187 -1.8521
Br 0.2540 -0.2414 0.3629
B -0.9041 0.0567 1.1494
N 0.5652 0.1945 -0.4655
C -0.8877 0.0767 0.2955

natural (NBO) population analysis, charges in e, atoms 1 to 6: number 1, O, carries -0.998; number 2, P, carries 0.753; number 3, Br, carries -0.177; number 4, B, carries 0.392; number 5, N, carries -0.683; number 6, C, carries 0.210